No. 1
One molecule with the formula C2H5N3OS2 at a distorted geometry, computed with wB97M-V/def2-TZVPD.

The total charge is 0. The value obtained for the lowest unoccupied orbital energy is 0.37 eV. Its energy above the lowest of the compared OMol25 structures with the same formula, charge and spin is 5.084 eV. The total energy is -30338.18422 eV. The HOMO energy is -8.748 eV. As for the SMILES: ON(/C=N\S)/C=N/S. The value obtained for the frontier orbital gap is 0.335 Ha.

Geometry (Å):
O: 0.73077 2.26103 -0.03342
N: 0.46675 0.80598 -0.31591
C: 1.30093 0.36993 0.72523
N: 1.94821 -0.70978 0.76827
S: 1.95241 -2.13194 -0.24736
C: -0.94152 0.52621 -0.21591
N: -1.35570 -0.70069 -0.03619
S: -2.96405 -1.01429 0.20621
H: 0.73176 2.46992 -1.08751
H: 1.67956 0.91543 1.52527
H: 0.75909 -1.77163 -0.98450
H: -1.53557 1.35537 -0.75307
H: -2.77263 -2.37555 0.44888

Cartesian forces, eV/Å:
O -1.3932 -0.1473 -5.9071
N -0.3528 1.5723 1.9766
C 1.3189 -3.9986 -0.9845
N 0.6615 -2.3345 -0.2511
S -2.3919 2.6322 -0.3569
C -1.1068 -1.4178 -1.9628
N 2.0711 3.1060 0.6650
S -0.5275 -1.4518 -0.1161
H 0.3078 0.3226 3.8707
H -0.5374 2.2903 1.0751
H 1.6631 -0.8629 0.7140
H 0.5417 -0.9875 1.5252
H -0.2547 1.2771 -0.2481

Atomic partial charges in e from the natural (NBO) method, atoms 1 to 5: -0.56, -0.21, 0.19, -0.54, 0.17

***

No. 2
One molecule with the formula C2H5N3S at a distorted geometry, computed with wB97M-V/def2-TZVPD.

The total charge is 0. The value obtained for the lowest unoccupied orbital energy is -0.19 eV. Its energy above the lowest of the compared OMol25 structures with the same formula, charge and spin is 4.956 eV. The total energy is -17456.15566 eV. The HOMO energy is -8.679 eV. As for the SMILES: C=NNC(N)=S. The value obtained for the frontier orbital gap is 0.312 Ha.

Geometry (Å):
C: -1.83501 -0.05399 -1.33511
N: -1.70683 0.75636 -0.26125
N: -0.66136 0.56836 0.73608
C: 0.65171 0.22978 0.45625
N: 1.62501 0.92004 1.25516
S: 0.89069 -1.15492 -0.55326
H: -1.51502 -1.00356 -1.82130
H: -2.95831 0.26647 -1.42171
H: -0.84572 1.50729 1.17757
H: 2.27336 0.08016 1.77822
H: 1.09671 0.86034 2.30252

Cartesian forces, eV/Å:
C -4.1283 2.7206 3.3252
N 1.5689 -4.2393 -1.9996
N -0.3391 3.3474 -1.1516
C -0.5018 -2.7334 -0.4166
N -0.5191 -4.4061 5.8352
S 0.4758 2.3930 1.3346
H 0.5835 1.1466 1.0091
H 1.8786 -0.8269 -1.8136
H 1.2403 -1.4443 0.2444
H -1.2260 2.5579 -3.0908
H 0.9672 1.4844 -3.2762

Atomic partial charges in e from the natural (NBO) method, atoms 1 to 5: -0.14, -0.26, -0.48, 0.27, -0.80

***

No. 3
One molecule with the formula C2H5N3S at a distorted geometry, computed with wB97M-V/def2-TZVPD.

The total charge is 0. The value obtained for the lowest unoccupied orbital energy is 0.38 eV. Its energy above the lowest of the compared OMol25 structures with the same formula, charge and spin is 5.402 eV. The total energy is -17455.70974 eV. The HOMO energy is -8.128 eV. As for the SMILES: C=NS/C=N/N. The value obtained for the frontier orbital gap is 0.313 Ha.

Geometry (Å):
C: 3.03513 0.50855 0.21204
N: 1.74721 0.50390 -0.31502
S: 0.66388 -0.78151 0.01081
C: -0.84545 0.13518 -0.14185
N: -1.97794 -0.30758 -0.06428
N: -3.06546 0.39007 0.23054
H: 3.25249 1.70098 -0.05705
H: 3.69469 -0.31248 0.73963
H: -0.65540 1.34186 -0.15241
H: -3.83598 0.21049 -0.44137
H: -3.14258 1.59631 0.35841

Cartesian forces, eV/Å:
C -4.2625 2.7608 -2.8241
N 4.0364 -0.8937 3.0007
S 0.2020 -0.2533 -0.3986
C 3.0586 4.9204 0.1981
N -1.0926 -2.3245 -0.2896
N -3.3762 4.5652 -0.0053
H 0.9479 -3.5928 1.1055
H -1.6203 1.7600 -1.0466
H -0.2270 -2.5978 0.1724
H 0.8479 -0.3472 0.7850
H 1.4858 -3.9971 -0.6975

Atomic partial charges in e from the natural (NBO) method, atoms 1 to 5: -0.14, -0.58, 0.43, -0.11, -0.26

***

No. 4
C2H5N3S as an isolated structure at a distorted geometry, computed with wB97M-V/def2-TZVPD.

The total charge is 0. The value obtained for the lowest unoccupied orbital energy is 0.20 eV. Its energy above the lowest of the compared OMol25 structures with the same formula, charge and spin is 3.239 eV. The total energy is -17457.87346 eV. The HOMO energy is -8.812 eV. The value obtained for the frontier orbital gap is 0.331 Ha.

Geometry (Å):
C: -0.14537 -0.28412 -1.27856
C: 1.39610 0.58024 0.44999
H: -1.70909 -1.53277 0.75029
H: 0.75879 -0.35744 -1.98563
H: -1.41771 -1.23400 -2.51461
H: 1.27637 1.03600 1.46349
H: 3.21760 0.83561 0.42846
N: 0.11203 0.07039 0.06161
N: -1.30804 -0.75560 -1.65847
N: 2.43339 0.54864 -0.26221
S: -1.14325 0.02699 1.24018

Cartesian forces, eV/Å:
C -1.0635 -2.3724 -1.9894
C -1.8221 -0.1140 0.9038
H 1.3706 3.5343 1.1126
H -1.0577 0.5757 1.5285
H 0.6635 0.0546 -1.3571
H 0.4863 -0.5964 -0.5742
H -1.3715 -0.1875 -1.8906
N 0.3355 0.7029 -1.3760
N 1.8159 1.5569 3.4020
N 1.6083 0.2184 1.8108
S -0.9653 -3.3725 -1.5705

Atomic partial charges in e from the natural (NBO) method, atoms 1 to 5: 0.27, 0.29, 0.18, 0.21, 0.36

***

No. 5
One molecule with the formula C2H5N3S2 at a distorted geometry, computed with wB97M-V/def2-TZVPD.

The total charge is 0. The value obtained for the lowest unoccupied orbital energy is 0.47 eV. Its energy above the lowest of the compared OMol25 structures with the same formula, charge and spin is 3.365 eV. The total energy is -28293.30252 eV. The HOMO energy is -8.713 eV. As for the SMILES: N/N=C\S/C=N\S. The value obtained for the frontier orbital gap is 0.337 Ha.

Geometry (Å):
N: -1.41007 1.42905 0.15807
N: -0.27561 1.96850 0.63188
C: 0.85670 1.42454 0.41773
S: 1.01880 -0.07575 -0.57869
C: 0.34302 -1.29505 0.56015
N: 0.17425 -2.53837 0.29996
S: 0.41297 -3.10928 -1.24883
H: -2.13187 2.19451 0.21108
H: -1.21664 1.06616 -0.77401
H: 1.74921 1.79999 0.90760
H: 0.07543 -0.95107 1.58624
H: 0.40381 -1.91323 -2.17118

Cartesian forces, eV/Å:
N -0.9613 1.4053 -0.2885
N 1.4522 0.3567 1.0845
C -0.7374 -0.6486 0.0385
S -0.0593 -0.0332 0.4302
C -0.2577 -0.3649 0.6983
N 0.0256 1.8046 -0.2270
S 0.1100 1.0451 -1.9625
H 0.9129 -1.4614 -0.4649
H -0.7249 -0.2828 -0.1167
H -0.1692 0.1391 -0.2150
H 0.3974 -0.0856 -0.8636
H 0.0117 -1.8744 1.8867

Atomic partial charges in e from the natural (NBO) method, atoms 1 to 5: -0.62, -0.20, -0.16, 0.13, -0.05

***

No. 6
One molecule with the formula C2H5N3S3 at a distorted geometry, computed with wB97M-V/def2-TZVPD.

The total charge is 0. The value obtained for the lowest unoccupied orbital energy is -0.29 eV. Its energy above the lowest of the compared OMol25 structures with the same formula, charge and spin is 5.404 eV. The total energy is -39125.75624 eV. The HOMO energy is -7.161 eV. The value obtained for the frontier orbital gap is 0.253 Ha.

Geometry (Å):
C: -0.09129 1.13578 -0.08634
C: 1.25820 0.88935 -0.20962
N: -1.07933 0.28070 -0.22270
N: 1.70538 -0.29835 -0.10035
N: -0.87678 -0.96266 -0.33667
S: -2.75456 0.93043 0.16415
S: 3.31199 -0.77592 0.13451
S: -2.12770 -2.05127 -0.03651
H: -0.51508 2.19066 0.03517
H: 1.84682 1.72878 -0.26422
H: -2.24431 2.02162 0.91327
H: 3.07825 -1.91288 0.81525
H: -1.51160 -3.17623 -0.80594

Cartesian forces, eV/Å:
C -2.7351 3.9909 -0.5761
C 0.7956 -2.2928 0.6234
N -1.0932 -0.8308 1.5167
N 0.2989 -1.5967 0.4397
N 0.2251 -0.8157 -0.5887
S 0.8528 1.0260 0.6554
S 0.0354 0.8819 -0.3059
S 0.7544 -1.8527 -1.3468
H 1.3296 -1.5487 -0.5331
H 1.6613 2.1394 -0.0683
H -0.7004 -1.4349 -0.9021
H -0.3439 0.1193 -0.2531
H -1.0806 2.2146 1.3390

Atomic partial charges in e from the natural (NBO) method, atoms 1 to 5: -0.15, 0.02, -0.12, -0.57, -0.41

***

No. 7
A 2-piece molecular cluster, C2H5N4 overall at a distorted geometry, computed with wB97M-V/def2-TZVPD.

The total charge is +1. The value obtained for the lowest unoccupied orbital energy (alpha / beta) is -4.46 / -9.50 eV. Its energy above the lowest of the compared OMol25 structures with the same formula, charge and spin is 2.909 eV. The total energy is -8100.37960 eV. As for the expectation value of S²: 2.020. As for the spin multiplicity: 3. The HOMO energy (alpha / beta) is -11.580 / -14.702 eV. The value obtained for the frontier orbital gap (alpha / beta) is 0.262 / 0.191 Ha.

Geometry (Å):
C: 1.01559 0.60709 -1.63211
C: 0.73802 0.02610 -0.39528
N: 1.13824 0.96141 -2.70727
N: 1.07647 -0.47976 0.59447
N: -1.59385 0.45697 -0.54882
N: 1.07427 -1.01604 1.79035
H: -1.83009 1.11771 -1.15660
H: -1.78324 -0.52576 -0.93722
H: 1.97939 -0.85057 2.34762
H: -1.94399 0.55532 0.40057
H: 0.12919 -0.85247 2.24428

Cartesian forces, eV/Å:
C 0.7585 -2.5448 4.0892
C -3.3156 3.8864 -7.1867
N -0.0575 1.2494 -2.9220
N 4.9813 -3.5292 7.1996
N -0.0802 -5.6802 2.8769
N -0.9003 1.8975 -0.5505
H -1.1878 3.7583 -3.0799
H 0.4470 2.0238 0.7870
H -1.8976 -0.1431 -0.9529
H -0.1140 0.2312 -0.3533
H 1.3662 -1.1494 0.0928

Atomic partial charges in e from the natural (NBO) method, atoms 1 to 5: 0.11, 0.28, -0.15, -0.12, -0.76

***

No. 8
C2H5N4P3 as an isolated structure at a distorted geometry, computed with wB97M-V/def2-TZVPD.

The total charge is 0. The value obtained for the lowest unoccupied orbital energy is -0.75 eV. Its energy above the lowest of the compared OMol25 structures with the same formula, charge and spin is 2.662 eV. The total energy is -35977.97938 eV. The HOMO energy is -8.221 eV. The value obtained for the frontier orbital gap is 0.275 Ha.

Geometry (Å):
C: 2.25790 0.33764 -0.52571
C: 2.15490 -0.58797 0.66607
N: -2.78195 -1.09485 0.01345
N: -2.28288 1.62383 -0.05965
N: 1.35874 -0.79374 -0.44123
N: -0.41931 -0.20731 0.04185
P: -1.30724 -1.60326 -0.26179
P: -0.82471 1.41264 -0.45335
P: -3.30695 0.42546 0.56422
H: 1.82577 1.40710 -0.33421
H: 2.97509 0.23158 -1.33689
H: 2.84363 -1.51934 0.91906
H: 1.87949 -0.13844 1.62017
H: -4.37249 0.50666 -0.41198

Cartesian forces, eV/Å:
C -0.5032 1.4633 0.6620
C 3.2230 -1.5715 1.9870
N 1.1447 -0.6434 -0.3358
N -0.7559 -0.0018 -0.4334
N -4.8800 1.1652 -0.3218
N 3.7270 -0.3549 -0.8678
P -1.9160 0.7156 0.2863
P 1.3019 -0.5679 -0.0495
P -1.0861 -0.6286 0.0970
H 1.0158 -2.1731 -0.4392
H -0.0270 0.1745 0.2773
H -1.0794 2.0706 -0.8811
H -0.6140 0.0679 -0.4482
H 0.4492 0.2840 0.4672

Atomic partial charges in e from the natural (NBO) method, atoms 1 to 5: -0.30, -0.29, -1.26, -1.25, -0.18